(1)
This record from the OMol25 dataset describes a structure of composition C35H54BrN3OP2Sn at a distorted geometry. The level of theory is ωB97M-V with the def2-TZVPD basis set.

Geometry as XYZ:
```
97
Properties=species:S:1:pos:R:3:mulliken_charge:R:1
N -1.5004 1.3323 -10.4780 -0.56
C -2.4376 0.6280 -9.8410 -0.34
C -2.4311 0.4308 -8.4547 -0.45
C -1.3994 0.9867 -7.6577 0.94
C -0.4029 1.7247 -8.3657 -0.46
C -0.5179 1.8820 -9.7619 -0.33
C -1.3539 0.7855 -6.2004 -0.36
Sn -1.1726 1.5148 0.5705 0.59
P -0.1254 4.2412 3.9577 0.07
C -0.4907 1.4663 -5.3961 -0.63
C -0.2159 1.2339 -4.0102 1.20
C 0.3116 2.3000 -3.2441 -0.92
C 0.3739 2.1888 -1.8688 -1.59
C 0.1089 0.9532 -1.2422 0.98
C -0.3792 -0.1110 -2.0029 -0.83
C -0.5187 0.0083 -3.3799 -1.02
Br 0.5219 0.2761 2.4329 -0.37
H -2.0770 0.0849 -5.7595 0.34
H 0.0443 2.3220 -5.8121 0.26
H -3.2397 -0.1555 -8.0245 0.34
H 0.4706 2.1598 -7.8713 0.27
H -3.2188 0.2084 -10.4802 0.36
H 0.2276 2.4683 -10.3124 0.35
H 0.6202 3.2383 -3.7203 0.42
H -0.8661 -0.8349 -3.9800 0.42
H 0.6492 3.0610 -1.2757 0.87
H -0.6222 -1.0412 -1.5080 0.80
P 2.1857 0.3502 0.1503 1.46
C -1.7153 3.9534 3.1219 0.09
C -2.6441 5.1108 3.5434 -1.34
H -2.1210 2.9840 3.4556 0.46
H -1.5390 3.9200 2.0300 -0.11
H -3.6862 4.8787 3.3013 0.39
H -2.5710 5.2855 4.6271 0.40
H -2.3595 6.0445 3.0414 0.35
C 0.9388 5.1386 2.7759 0.20
C 1.9258 6.0460 3.5300 -1.28
H 0.2586 5.7519 2.1598 0.46
H 1.4536 4.3976 2.1418 -0.27
H 2.4221 6.7193 2.8222 0.39
H 1.4082 6.6623 4.2783 0.39
H 2.6933 5.4586 4.0504 0.34
C 0.7088 2.7033 4.4160 1.24
C 0.3292 2.2208 5.8149 -1.34
H 1.7970 2.8412 4.3249 0.47
H 0.3928 1.9660 3.6432 -1.26
H 0.8492 1.2847 6.0482 0.37
H 0.6312 2.9738 6.5523 0.42
H -0.7529 2.0609 5.9043 0.33
C 3.3149 -0.7079 1.2147 -0.61
C 4.5493 -1.3376 0.5805 -1.33
H 2.6728 -1.5022 1.6250 0.33
H 3.6227 -0.0827 2.0652 0.59
H 4.2769 -2.2240 -0.0013 0.30
H 5.1260 -0.6449 -0.0447 0.29
H 5.2191 -1.6818 1.3789 0.42
C 2.9419 2.0236 0.4421 0.70
C 3.3460 2.7738 -0.8208 -1.40
H 3.8362 1.8230 1.0516 0.55
H 2.2403 2.5990 1.0698 -1.12
H 4.1383 2.2403 -1.3586 0.34
H 2.5132 2.9335 -1.5106 0.31
H 3.7272 3.7608 -0.5376 0.48
C 2.7446 -0.0743 -1.5288 -1.15
C 2.3719 -1.5124 -1.8716 -1.49
H 3.8209 0.1165 -1.5587 0.70
H 2.2710 0.6500 -2.2021 0.52
H 2.1565 -1.6015 -2.9435 0.30
H 3.2019 -2.1849 -1.6396 0.44
H 1.4805 -1.8659 -1.3346 0.25
C 0.3531 -7.4130 2.5473 -1.18
C -0.6044 -6.6402 3.4369 -0.42
N -1.5047 -5.7006 2.7165 0.17
C -2.9505 -5.8914 2.9224 -0.64
C -3.6254 -4.8543 3.8039 -0.94
C -0.9112 -4.5673 2.2029 -0.19
O 0.3194 -4.4714 2.2882 -0.71
C -1.6679 -3.4471 1.5164 0.14
C -2.9380 -3.5186 0.9178 0.05
C -3.4913 -2.3646 0.3665 -1.31
C -2.7451 -1.1804 0.3456 -0.12
N -1.5011 -1.1398 0.8185 0.35
C -0.9466 -2.2699 1.2996 -0.43
H -0.1870 -7.9192 1.7418 0.29
H 0.8704 -8.1639 3.1537 0.39
H 1.0994 -6.7289 2.1335 0.30
H -1.2456 -7.3313 4.0051 0.45
H 0.0010 -6.0386 4.1313 0.27
H -3.4407 -5.9144 1.9381 0.22
H -3.0542 -6.8870 3.3769 0.46
H -3.5818 -3.8525 3.3623 0.27
H -4.6800 -5.1340 3.9137 0.35
H -3.1514 -4.8645 4.7927 0.34
H -3.4539 -4.4721 0.8216 0.40
H -4.4720 -2.3671 -0.0966 0.43
H -3.1424 -0.2574 -0.0966 0.42
H 0.1163 -2.2155 1.5175 0.73
```

Summary:
* strongest force on any atom: 2.71 eV/Å
* LUMO level (alpha / beta): -6.972 / -8.304 eV
* HOMO (alpha / beta): -12.45 / -12.23 eV
* E: -138122.9069 eV
* total charge: +2
* HOMO-LUMO gap (alpha / beta): 5.476 / 3.925 eV

=====

(2)
This record from the OMol25 dataset describes a structure of composition C35H55MnN4OP2 at a distorted geometry. The level of theory is ωB97M-V with the def2-TZVPD basis set.

Geometry as XYZ:
```
98
Properties=species:S:1:pos:R:3:mulliken_charge:R:1
C -0.5731 -2.3747 -1.4460 -0.47
C 1.6213 -2.3892 -0.5929 0.03
C -0.3851 -3.5891 -2.1048 -0.60
C 1.8195 -3.6790 -1.1655 -0.99
C 0.8203 -4.2664 -1.9189 -1.06
H -1.2017 -3.9862 -2.7253 0.60
H 2.7928 -4.1475 -1.0149 0.61
H 0.9638 -5.2440 -2.3787 0.49
N 0.3779 -1.7805 -0.6948 1.68
P -2.3372 -0.7322 -0.0209 0.44
P 2.5298 0.0634 0.3541 1.15
C -1.9063 -1.6408 -1.5726 -1.35
H -1.8299 -0.9332 -2.4130 0.66
H -2.7111 -2.3363 -1.8373 0.60
C 0.2010 1.7175 1.0233 0.79
O 0.1521 2.7942 1.4914 -0.27
C 2.6614 -1.6706 0.0390 -1.67
H 3.6122 -2.1819 0.1873 0.41
C 3.3424 0.8838 -1.1605 1.80
C 3.6141 0.4080 1.8805 1.91
C -3.6656 0.5547 -0.4851 2.28
C -3.0354 -2.1537 1.0366 1.67
C 2.9227 2.3648 -1.1669 -1.39
H 3.3723 2.9218 -0.3339 0.23
H 3.2729 2.8313 -2.1024 0.61
H 1.8311 2.4746 -1.1138 0.03
C 4.8724 0.7663 -1.1372 -1.83
H 5.3405 1.3413 -0.3276 0.34
H 5.1994 -0.2812 -1.0797 0.38
H 5.2621 1.1763 -2.0835 0.52
C 2.8388 0.1907 -2.4338 -1.38
H 3.1888 0.7561 -3.3115 0.65
H 3.2354 -0.8292 -2.5154 0.30
H 1.7460 0.1457 -2.4728 0.04
C 3.8228 1.9311 2.0272 -1.77
H 2.8580 2.4643 1.9710 0.32
H 4.2493 2.1291 3.0252 0.53
H 4.5156 2.3593 1.2911 0.33
C 2.8541 -0.0396 3.1262 -1.91
H 1.9023 0.4863 3.2448 0.28
H 2.6540 -1.1161 3.1337 0.33
H 3.4643 0.1802 4.0145 0.68
C 4.9254 -0.3974 1.8688 -1.69
H 5.6039 -0.1516 1.0457 0.32
H 5.4610 -0.1780 2.8066 0.50
H 4.7144 -1.4754 1.8446 0.40
C -3.4051 -1.6132 2.4227 -1.55
H -3.8628 -2.4295 3.0026 0.60
H -2.5240 -1.2806 2.9713 0.22
H -4.1241 -0.7851 2.3885 0.14
C -1.9472 -3.2306 1.2064 -1.44
H -1.8321 -3.8423 0.3004 0.30
H -0.9754 -2.7911 1.4641 -0.10
H -2.2411 -3.8983 2.0325 0.63
C -4.2904 -2.8099 0.4288 -1.58
H -4.4559 -3.7564 0.9687 0.51
H -5.1919 -2.2043 0.5831 0.48
H -4.1925 -3.0462 -0.6389 0.21
C -3.6363 0.7782 -1.9996 -1.23
H -3.9708 -0.1046 -2.5624 0.31
H -4.3140 1.6100 -2.2488 0.73
H -2.6336 1.0603 -2.3384 -0.58
C -3.2797 1.8701 0.2158 -1.58
H -2.2987 2.2353 -0.1212 0.06
H -4.0360 2.6314 -0.0339 0.64
H -3.2605 1.7596 1.3108 0.32
C -5.0983 0.1751 -0.0859 -1.83
H -5.4709 -0.6869 -0.6555 0.43
H -5.2151 -0.0040 0.9911 0.32
H -5.7489 1.0276 -0.3418 0.53
Mn 0.0070 0.0847 0.2826 0.53
N -0.2701 1.0409 -1.4249 0.22
C -0.2865 1.7003 -2.3939 -0.03
C -0.3544 2.5424 -3.6334 1.46
C 0.7512 2.1221 -4.6064 -1.47
C -1.7066 2.3380 -4.3233 -1.73
C -0.1965 4.0227 -3.2672 -1.52
H 1.7462 2.3068 -4.1801 0.19
H 0.6644 1.0544 -4.8494 0.37
H 0.6602 2.6996 -5.5371 0.49
H -2.5271 2.7041 -3.6958 0.40
H -1.7274 2.8993 -5.2656 0.51
H -1.8730 1.2766 -4.5489 0.36
H -0.2722 4.6334 -4.1776 0.43
H -0.9869 4.3334 -2.5709 0.40
H 0.7775 4.2105 -2.7963 0.33
N 0.2086 0.1189 7.8778 -0.32
C -0.0018 -0.0936 6.7496 -0.51
C -0.2315 -0.2959 5.3370 0.44
C 0.3319 -1.3655 4.6285 -0.83
C 0.1956 -1.4463 3.2495 -0.77
N -0.2984 -0.3894 2.5576 2.12
C -1.0692 0.5128 3.2395 -0.13
C -0.9299 0.6772 4.6196 -1.11
H 0.9450 -2.0950 5.1630 0.52
H 0.5860 -2.3228 2.7155 0.23
H -1.8125 1.1079 2.7020 -0.23
H -1.2946 1.5904 5.0867 0.58
```

Summary:
* strongest force on any atom: 8.00 eV/Å
* LUMO level (alpha / beta): -10.534 / -10.786 eV
* 2S+1: 4
* HOMO (alpha / beta): -16.71 / -17.88 eV
* E: -95066.9010 eV
* total charge: +3
* HOMO-LUMO gap (alpha / beta): 6.178 / 7.091 eV
* expectation value of S²: 3.884

=====

- Which of these has the highest strongest force on any atom?
  C35H55MnN4OP2